The following is a DFT calculation (the ωB97M-V functional and the def2-TZVPD basis) of 7 unconnected molecules or ions with the total composition C68H53N3O8 at a distorted geometry.

The geometry in XYZ format:
```
132
Properties=species:S:1:pos:R:3
H 4.53401 -5.33239 -0.17969
H 0.04513 5.17051 0.72243
C -0.61797 4.37388 0.41679
H 0.27131 -1.93073 0.01236
C -7.21525 -2.88688 -0.50780
C 4.33761 5.07314 4.82698
H -6.97112 -5.54844 1.53551
H -0.94184 8.19925 5.35679
C -2.08681 -9.17776 1.76413
N -7.50273 -2.26233 -1.42402
C -0.32224 0.68128 -0.19837
C 2.08337 3.32405 -4.98362
C 3.38725 7.17151 -8.15008
C 2.32912 5.80401 -6.46459
C -6.78840 -3.68635 0.64640
C -3.10294 -10.03808 1.36376
H -4.00797 -11.91756 1.70627
C -1.64944 -2.85626 -0.04295
C -0.03404 7.70710 5.02543
H -0.69570 4.86663 -3.70078
H 7.31999 3.45621 5.01554
H -5.71482 -3.80249 0.48270
C -1.84278 -7.88244 1.05138
H 1.33505 6.25149 2.29191
H 0.59494 0.88176 -3.10861
H -2.58861 -12.44155 3.73865
C 5.22657 5.19000 7.01833
H 4.65927 4.91892 -2.33122
O 0.86144 0.50863 -0.30476
H -7.09734 -5.64909 -0.14025
C 3.98617 -4.41881 0.08524
C 4.21577 5.53565 6.11226
C 6.31216 4.42083 6.66273
C 6.41187 3.95305 5.33018
C 4.63756 4.09986 -0.42158
H 1.97913 4.85196 -0.85983
C -1.28754 -0.46872 -0.12935
H -9.33745 -6.09097 0.96486
C 0.94328 7.45237 5.96291
H 0.99445 7.88360 6.95179
C 3.31008 5.40232 3.78915
C -0.12359 2.89597 -3.34386
C 1.13951 4.35558 -4.80755
H 3.60220 -4.76720 2.22319
C -3.03777 -2.67889 -0.03513
C -2.77422 -7.54799 -0.06083
H 1.00133 2.98385 0.21546
C -0.80199 -1.78539 -0.02513
H 2.18387 5.65123 -2.33626
C -2.66354 -6.35035 -0.75555
O 4.09519 2.68098 -6.03281
C 2.03357 -5.72882 1.08128
C -4.72639 -8.06632 -1.44261
C 1.25025 5.68930 -5.44895
H 4.12370 4.19479 0.53891
C -3.24174 -11.24268 2.06421
H -5.30736 -6.69974 -2.89625
O -4.43570 1.23090 -0.52149
C 0.04595 7.23469 3.71760
H -0.88606 -10.83455 4.48143
H -1.20123 -3.83705 0.05253
H -9.43994 -4.60482 -0.04292
C -0.07247 3.09918 0.19093
H -3.61931 -3.58732 -0.13874
C -2.32754 2.20580 -0.15486
H 4.89966 4.17751 -7.92194
C 2.57707 4.80080 -1.77327
H 2.53514 -3.66476 1.41710
C -4.03266 -9.75869 0.23560
H 4.84423 -3.78406 0.31908
C -8.98505 -5.07092 0.83327
C 2.01681 6.62937 5.59069
O 3.06867 6.92777 7.68120
C 1.22694 -5.58362 -0.12250
H 1.32179 -5.59421 1.90334
H 5.17208 5.51715 8.04979
C 4.03464 5.07667 -1.44557
C -4.57092 -6.86787 -2.11878
C 3.06359 -4.61373 1.28949
C -7.47228 -5.05279 0.69556
H -1.89476 -5.66691 -0.42477
C -3.54423 -1.41317 -0.22084
H 1.58064 7.70201 -7.14777
H 3.48303 8.08496 -8.72272
C -1.30598 -9.48016 2.85236
H 5.67747 4.35616 -0.20385
O 0.43769 6.56743 -5.27088
C -1.44116 -10.64782 3.57488
C -2.82169 3.50006 -0.11350
O 3.43813 5.10712 2.62964
N 0.57368 -5.47122 -1.06160
C -3.48308 -6.06112 -1.85592
H -0.68052 7.55538 2.98330
H -6.92087 -3.12166 1.56969
H 5.10697 6.31174 -9.10456
C 5.39899 4.21981 4.45457
C 0.06110 4.13516 -3.94675
O -0.98895 -7.10222 1.40172
C -3.83822 -8.40897 -0.44889
H 2.44183 3.88346 -2.34009
C 4.35322 6.19543 -8.33804
C 4.27205 5.00936 -7.62771
H -5.50862 -8.76750 -1.70158
C 3.24119 3.53435 -5.91259
H 2.59738 1.31613 -4.48671
H 7.04997 4.12106 7.39279
C -1.97248 4.55603 0.22758
H 5.46038 3.93684 3.41211
C -2.42299 -11.55803 3.13611
C 2.12031 6.16496 4.28399
H 3.45807 -4.08671 -0.80474
C 1.14016 6.47678 3.32924
C -0.94028 2.04221 -0.03366
C 1.85877 2.10089 -4.37294
C 0.73331 1.83306 -3.60099
O -4.86861 -10.55353 -0.10737
H 2.47137 -6.71445 1.22145
C 3.08672 6.39166 6.60658
H 4.08923 6.13834 -1.20572
C 3.26556 4.76901 -6.68542
H -0.59468 -8.74352 3.21030
H -4.59085 -1.24591 -0.43946
C 4.61478 2.71626 -0.85936
H -3.86800 3.75432 -0.20834
C -2.66359 -0.31408 -0.20888
H -2.38954 5.55615 0.21539
N 4.60336 1.62560 -1.20873
C -3.26180 1.05230 -0.31020
H -0.93918 2.89366 -2.63074
H -9.34713 -4.47217 1.67162
H -3.19613 -5.17424 -2.40493
C 2.38109 6.97885 -7.20571
```

Calculated values
- Strongest force on any atom: 0.041 Eh/bohr
- HOMO-LUMO gap: 8.29 eV
- Relative energy (zero: lowest compared OMol25 entry of this formula, charge and spin): 0.0 kcal/mol
- Total charge: 0
- Calculated total energy: -3389.27237 Eh
- Highest occupied orbital energy: -9.5573 eV

=====

The following is a DFT calculation (the ωB97M-V functional and the def2-TZVPD basis) of 2 unconnected molecules or ions with the total composition C4H3F3 at a distorted geometry.

The geometry in XYZ format:
```
10
Properties=species:S:1:pos:R:3
F -1.64825 -1.34036 -1.60049
H 1.42726 -1.42536 1.05050
C 0.76011 -0.75691 0.64070
F -1.39452 1.22441 -0.69424
C 0.72759 -0.27028 -0.66558
F 0.49515 2.02095 -0.03892
C -0.27266 0.86823 -0.14658
H -1.04282 -0.09710 1.90607
C -0.26237 0.07581 1.17532
H 1.21050 -0.29939 -1.62677
```

Calculated values
- Strongest force on any atom: 0.076 Eh/bohr
- HOMO-LUMO gap (alpha / beta): 6.07 / 6.08 eV
- Relative energy (zero: lowest compared OMol25 entry of this formula, charge and spin): 111.8 kcal/mol
- Total charge: 0
- Calculated total energy: -453.58808 Eh
- Highest occupied orbital energy (alpha / beta): -9.2153 / -9.2228 eV

=====

The following is a DFT calculation (the ωB97M-V functional and the def2-TZVPD basis) of a gas-phase ion, C4H13N2 (charge +2) at a distorted geometry.

The geometry in XYZ format:
```
19
Properties=species:S:1:pos:R:3
C -0.70796 1.09832 -0.31535
H 0.95438 1.38203 2.69651
H -1.60265 -0.82582 0.25702
H -1.27334 -0.60686 -1.44358
H -1.60762 1.68265 -0.07936
H -0.35329 0.24730 2.29758
C 0.06093 1.23257 2.10737
N 0.45515 -1.17833 -0.39316
H 0.42895 -1.51844 -2.50146
C 0.77872 -1.99619 -1.59740
C -0.87960 -0.42196 -0.44602
H 0.52461 2.50340 0.66944
H 1.84260 -2.16442 -1.62906
H 1.15768 -0.44427 -0.28193
H 0.32380 -2.98152 -1.52263
H -0.60413 2.02072 2.49654
H -0.29314 1.47745 -1.25167
N 0.26952 1.50831 0.71605
H 0.47400 -1.69476 0.48868
```

Calculated values
- Strongest force on any atom: 0.050 Eh/bohr
- HOMO-LUMO gap (alpha / beta): 13.95 / 9.63 eV
- Relative energy (zero: lowest compared OMol25 entry of this formula, charge and spin): 19.0 kcal/mol
- Total charge: +2
- Calculated total energy: -268.97604 Eh
- 2S+1: 2
- Highest occupied orbital energy (alpha / beta): -21.3961 / -22.1838 eV
- ⟨S²⟩: 0.75

=====

The following is a DFT calculation (the ωB97M-V functional and the def2-TZVPD basis) of 3 unconnected molecules or ions with the total composition C4H15NO3 at a distorted geometry.

The geometry in XYZ format:
```
23
Properties=species:S:1:pos:R:3
C -0.02511 -1.36889 0.49268
H -1.15622 2.34051 -0.52674
H -2.28690 0.12797 -1.63416
H -2.73455 0.40774 1.18922
H 2.22830 1.52042 -0.42140
H 1.10172 -1.56568 -1.18105
C -1.37483 1.37157 -0.01089
H -0.53043 1.17031 0.63423
H -1.44801 -1.89025 -0.94291
C -1.28444 -1.15013 -0.19088
H -2.08157 -1.17089 0.59302
H 2.22061 2.48573 -1.58659
H -0.06829 -0.77408 1.39174
H -0.09205 -2.37134 0.81178
N 1.25412 -1.06579 -0.27990
H -0.59720 0.20734 -1.72486
O 1.70120 1.79805 -1.23481
C -1.37565 0.13722 -1.03611
O 2.38651 -0.17602 1.94441
H 2.40216 -0.55522 1.04915
H 1.10019 -0.10034 -0.59333
O -2.49229 1.29491 0.93241
H 3.15275 -0.67314 2.32496
```

Calculated values
- Strongest force on any atom: 0.073 Eh/bohr
- HOMO-LUMO gap: 10.52 eV
- Relative energy (zero: lowest compared OMol25 entry of this formula, charge and spin): 36.0 kcal/mol
- Total charge: 0
- Calculated total energy: -441.82452 Eh
- Highest occupied orbital energy: -9.9138 eV